C41H29Cl9N8O2PbSb as an isolated structure. Source: the OMol25 dataset; level of theory: ωB97M-V/def2-TZVPD.

total charge: +1
lowest unoccupied orbital energy: -4.312 eV
2S+1: 1
energy above the lowest of the compared OMol25 structures with the same formula, charge and spin: 57.0 kcal per mole
calculated total energy: -183481.4858 eV

Last column: Mulliken charge in e.
Positions of all 91 atoms, in Å:
Pb: -0.0411 -1.3560 -0.3451  1.69
C: -0.1949 1.6310 3.7278  -1.09
C: -1.2538 1.2139 2.7505  0.18
C: -2.0707 2.1991 2.2011  -0.14
C: -3.1056 1.8804 1.3451  -0.76
C: -3.2831 0.5585 1.1041  -0.59
C: -2.4496 -0.4182 1.6051  0.08
N: -1.4548 -0.0647 2.4612  0.03
Sb: -2.8728 -2.4859 1.7260  0.87
C: -0.8774 -3.3444 2.1280  -0.02
C: -0.7257 -4.0827 3.2666  -0.89
C: 0.3868 -4.8983 3.4353  -0.50
C: 1.4333 -4.8091 2.5023  -0.84
C: 1.3458 -3.9104 1.4187  0.72
C: 2.5224 -3.6809 0.5593  -0.59
N: 0.1420 -3.2571 1.1930  0.44
C: -2.7600 -3.1447 -0.3456  0.00
C: -3.3188 -4.3136 -0.7663  -0.62
C: -3.5385 -4.5619 -2.1090  -0.71
C: -3.1093 -3.6031 -2.9527  -0.71
C: -2.3609 -2.5063 -2.5434  0.98
C: -1.6912 -1.6907 -3.5930  -1.12
N: -2.1657 -2.2558 -1.2301  0.26
H: 0.1210 2.6661 3.5387  0.33
H: 0.6274 0.9823 3.4841  0.12
H: -0.4089 1.5226 4.8403  0.34
H: -1.8976 3.2202 2.4731  0.48
H: -3.8158 2.5615 0.8888  0.48
H: -4.1063 0.3068 0.4554  0.49
H: -1.5334 -4.1077 3.9714  0.50
H: 0.4010 -5.5666 4.3135  0.41
H: 2.3573 -5.4349 2.6220  0.44
H: 3.1813 -2.9367 1.0070  -0.27
H: 2.2089 -3.2186 -0.4447  -0.37
H: 3.0022 -4.5773 0.3294  0.61
H: -3.6316 -5.0508 0.0423  0.32
H: -3.9628 -5.5384 -2.4234  0.39
H: -3.1602 -3.7361 -4.0066  0.51
H: -2.4810 -1.3975 -4.2714  0.72
H: -0.9691 -2.3917 -4.0601  0.30
H: -1.2296 -0.8443 -3.1922  -0.33
Cl: 7.3484 -1.9071 4.5814  -0.14
C: 5.9837 -1.4715 3.7124  0.33
C: 6.1895 -1.1018 2.2763  0.45
Cl: 7.7926 -1.2006 1.6855  -0.14
C: 5.2228 -0.6462 1.4290  0.21
Cl: 5.5445 -0.3009 -0.1331  -0.14
C: 3.8330 -0.7074 1.9101  -0.44
O: 2.8833 -0.4317 1.2327  -0.18
C: 3.5676 -1.0292 3.4611  0.68
O: 2.4922 -0.8273 3.9203  -0.49
C: 4.7731 -1.5600 4.2586  -0.06
Cl: 4.5059 -2.0716 5.8588  -0.13
Cl: 0.2159 -4.9162 -1.8685  -0.20
C: 0.9120 -3.6200 -2.8441  1.23
C: 0.9729 -2.3500 -2.4117  -2.18
C: 1.5845 -1.4156 -3.2126  0.94
Cl: 1.4520 0.2467 -2.8958  -0.25
C: 2.1592 -1.7710 -4.4307  -0.26
Cl: 3.1540 -0.6583 -5.3292  -0.18
C: 2.0516 -3.0906 -4.8741  0.39
Cl: 2.6309 -3.5745 -6.4224  -0.18
C: 1.3426 -4.0347 -4.0937  -0.23
Cl: 1.1790 -5.7019 -4.6288  -0.17
C: 0.9796 2.1730 0.0281  -0.82
C: -0.1757 2.2273 -0.8749  -0.14
N: -1.0528 1.2414 -1.0322  1.10
C: -1.9585 1.7190 -1.9578  -1.09
C: -1.6800 3.0123 -2.3472  -1.17
N: -0.5522 3.3725 -1.5730  0.73
C: 0.2459 4.5394 -1.8469  -1.12
N: -0.5827 5.7353 -1.7022  0.70
N: -1.2384 6.1734 -2.7949  -0.69
N: -2.2407 6.8251 -2.4515  -0.50
C: -2.3675 6.8102 -1.0818  0.42
C: -3.2922 7.3591 -0.1981  -0.67
C: -3.1727 7.0945 1.1409  -0.53
C: -2.0767 6.3676 1.6147  -0.52
C: -1.0310 5.9640 0.7181  -0.65
C: -1.2622 6.1841 -0.6050  0.86
H: 1.4495 1.2251 -0.0131  -0.25
H: 0.6343 2.3854 1.0574  -0.09
H: 1.7253 2.9662 -0.1712  0.62
H: -2.7993 1.1022 -2.2221  0.62
H: -2.0673 3.6615 -3.0669  0.75
H: 0.5829 4.5504 -2.9315  0.28
H: 1.1371 4.5591 -1.2313  0.48
H: -4.1540 7.8787 -0.5486  0.43
H: -3.9498 7.5002 1.8350  0.35
H: -2.0215 6.3103 2.7003  0.46
H: -0.1303 5.6459 1.2673  0.41